Record 1
22
Properties=species:S:1:pos:R:3:nbo_charge:R:1 method="wB97M-V/def2-TZVPD" homo_energy_ev=-3.147 orbital_gap_ev=6.84 e_above_lowest_kcal_mol=23.6 total_charge=-1
C -2.308 -0.053 -0.899 -0.425
C -2.853 -1.419 -1.399 -0.618
C -0.853 -0.169 -0.338 -0.236
N -0.756 0.076 1.118 -0.651
C 0.324 1.052 1.385 -0.245
C 1.795 0.600 1.151 -0.032
O 2.145 0.322 -0.118 -0.950
H -2.981 0.322 -0.126 0.204
H -2.320 0.724 -1.655 0.191
H -2.913 -1.528 -2.499 0.191
H -3.884 -1.695 -1.191 0.195
H -2.135 -2.171 -1.085 0.204
H -0.526 -1.191 -0.542 0.169
H -0.128 0.370 -0.940 0.239
H -0.537 -0.798 1.583 0.342
H 0.057 1.904 0.728 0.161
H 0.111 1.551 2.348 0.162
H 1.793 -0.327 1.787 0.065
H 2.394 1.340 1.730 0.096
H 4.982 -0.275 -0.468 0.446
H 3.794 0.721 -0.249 0.519
O 4.798 0.644 -0.320 -1.027

Record 2
22
Properties=species:S:1:pos:R:3:nbo_charge:R:1 method="wB97M-V/def2-TZVPD" homo_energy_ev=-3.445 orbital_gap_ev=7.27 e_above_lowest_kcal_mol=50.2 total_charge=-1
C 0.438 2.308 0.216 -0.424
N -0.484 1.277 0.636 -0.663
C 0.060 -0.986 -2.473 -0.596
C 0.434 -0.305 -1.161 -0.430
C -0.772 0.128 -0.213 -0.079
C -1.146 -1.039 0.752 -0.043
O -0.093 -1.551 1.452 -0.904
H 1.380 2.130 0.802 0.191
H -0.058 3.280 0.139 0.178
H 0.895 2.096 -0.774 0.167
H 0.002 0.947 1.510 0.392
H 0.951 -1.290 -2.995 0.192
H -0.406 -1.992 -2.416 0.187
H -0.596 -0.454 -2.919 0.177
H 1.053 -1.186 -0.598 0.232
H 1.142 0.479 -1.510 0.181
H -1.576 0.440 -0.838 0.154
H -1.958 -0.675 1.437 0.135
H -1.497 -2.003 0.248 0.133
H 1.386 -0.156 2.729 0.426
H 0.164 -1.078 2.625 0.491
O 0.684 -0.372 3.354 -1.097

Record 3
22
Properties=species:S:1:pos:R:3:mulliken_spin:R:1 method="wB97M-V/def2-TZVPD" homo_energy_ev="3.951 / -0.808" orbital_gap_ev="2.73 / 7.40" e_above_lowest_kcal_mol=15.8 multiplicity=2 total_charge=-2
C 0.651 -1.369 -2.351 3.609
N 1.348 -0.245 -1.749 -1.417
C 1.096 0.183 -0.389 0.493
C -0.215 0.957 -0.193 0.218
C -0.751 1.446 1.187 -0.045
O -0.768 0.541 2.209 -0.084
C 1.401 -0.837 0.688 0.069
H 0.084 -1.926 -1.600 -0.101
H 1.318 -2.068 -2.868 -1.154
H -0.120 -1.034 -3.060 -0.458
H 1.504 0.488 -2.420 -0.204
H 1.865 0.974 -0.311 0.198
H -0.237 1.815 -0.881 -0.056
H -1.038 0.320 -0.555 0.134
H -0.191 2.350 1.505 -0.008
H -1.776 1.817 0.932 -0.007
H 0.457 -1.234 1.078 -0.070
H 1.866 -0.382 1.553 0.001
H 1.979 -1.703 0.362 -0.151
H -2.021 -0.055 2.499 0.018
H -3.362 0.206 1.778 -0.003
O -3.090 -0.246 2.586 0.017

Record 4
22
Properties=species:S:1:pos:R:3:mulliken_spin:R:1 method="wB97M-V/def2-TZVPD" homo_energy_ev="-5.508 / -8.764" orbital_gap_ev="6.35 / 9.57" e_above_lowest_kcal_mol=20.6 multiplicity=2
C -0.602 -2.024 -2.868 0.003
C -0.490 -2.113 -1.358 -0.004
C -0.397 -0.756 -0.656 0.100
C -0.075 -0.610 0.633 -0.032
N -0.473 0.493 1.419 0.166
C 0.241 1.300 2.224 0.739
H -0.969 -2.983 -3.217 0.000
H 0.317 -1.916 -3.443 -0.001
H -1.294 -1.308 -3.298 0.000
H 0.407 -2.702 -1.165 0.004
H -1.323 -2.687 -0.892 0.005
H -0.899 0.028 -1.232 0.001
H 0.426 -1.412 1.138 0.001
H -1.455 0.698 1.318 -0.019
H 1.279 1.405 2.444 0.023
H -0.330 2.062 2.740 0.001
H -1.521 0.907 5.289 -0.005
H -1.557 2.433 5.173 -0.001
O -1.445 1.634 4.656 0.020
H 2.857 2.201 -3.549 0.000
H 2.366 1.349 -4.718 0.000
O 2.982 1.337 -3.987 0.001

Record 5
22
Properties=species:S:1:pos:R:3:nbo_charge:R:1 method="wB97M-V/def2-TZVPD" homo_energy_ev=-13.490 orbital_gap_ev=10.21 e_above_lowest_kcal_mol=70.7 total_charge=+1
C -1.265 2.038 1.295 -0.080
O 0.126 2.019 1.666 -0.747
C -1.774 0.660 0.947 -0.428
C -0.934 -0.581 1.301 -0.436
C -0.044 -0.942 0.102 -0.108
C -0.256 -1.956 -0.712 -0.109
N 0.966 -2.331 -1.647 -0.722
H -1.901 2.477 2.065 0.189
H -1.238 2.731 0.434 0.195
H 0.277 2.122 2.590 0.481
H -2.727 0.488 1.470 0.232
H -1.997 0.552 -0.189 0.203
H -0.370 -0.307 2.181 0.246
H -1.544 -1.473 1.545 0.227
H 0.922 -0.316 0.113 0.244
H -1.188 -2.397 -1.024 0.242
H 1.786 -2.008 -1.138 0.464
H 1.010 -1.772 -2.537 0.449
H 0.714 -3.275 -1.913 0.455
H 3.048 0.497 -2.808 0.480
H 2.526 1.461 -1.709 0.494
O 2.299 0.762 -2.321 -0.970

Record 6
22
Properties=species:S:1:pos:R:3:nbo_charge:R:1 method="wB97M-V/def2-TZVPD" homo_energy_ev=-13.917 orbital_gap_ev=9.39 e_above_lowest_kcal_mol=56.2 total_charge=+1
C 0.940 2.537 1.669 -0.617
C 1.699 1.431 0.854 -0.450
C 0.984 0.109 0.745 0.110
C 1.242 -0.824 1.634 -0.314
C -0.357 0.756 -1.123 0.090
N -0.021 -0.105 -0.239 -0.422
H 0.930 2.147 2.696 0.219
H 1.367 3.557 1.731 0.243
H -0.120 2.702 1.411 0.207
H 1.865 1.801 -0.185 0.207
H 2.698 1.372 1.246 0.252
H 1.873 -0.887 2.500 0.246
H 0.874 -1.890 1.493 0.209
H -1.216 0.570 -1.738 0.250
H 0.020 1.748 -1.249 0.217
H -0.339 -1.102 -0.292 0.481
H -3.169 -0.979 -2.384 0.496
H -3.254 -0.860 -0.889 0.500
O -2.633 -0.724 -1.619 -0.976
H -1.354 -2.381 -1.804 0.500
H 0.012 -2.944 -1.591 0.493
O -0.731 -2.547 -1.100 -0.940

Record 7
22
Properties=species:S:1:pos:R:3:nbo_charge:R:1 method="wB97M-V/def2-TZVPD" homo_energy_ev=-15.021 orbital_gap_ev=12.13 e_above_lowest_kcal_mol=18.3 total_charge=+1
O -0.669 2.473 -0.813 -0.737
C -0.225 1.408 -1.647 -0.092
C -0.540 0.130 -0.903 -0.061
N -0.136 0.296 0.562 -0.515
C 1.171 -0.438 0.822 -0.221
C 1.468 -1.212 -0.470 -0.431
C 0.214 -1.122 -1.356 -0.422
H -0.204 3.292 -1.020 0.503
H -0.773 1.443 -2.591 0.214
H 0.850 1.464 -1.850 0.184
H -1.600 -0.106 -0.898 0.229
H -0.108 1.314 0.690 0.466
H -0.883 -0.152 1.074 0.451
H 0.947 -1.082 1.652 0.237
H 1.926 0.275 1.070 0.231
H 1.694 -2.269 -0.362 0.252
H 2.338 -0.711 -0.898 0.227
H 0.469 -1.116 -2.418 0.252
H -0.427 -1.992 -1.217 0.229
H -2.317 -0.958 3.022 0.475
H -1.658 -0.485 4.256 0.496
O -1.539 -0.451 3.295 -0.967

Record 8
24
Properties=species:S:1:pos:R:3:nbo_charge:R:1 method="wB97M-V/def2-TZVPD" homo_energy_ev=-9.178 orbital_gap_ev=9.81 e_above_lowest_kcal_mol=27.2 smiles="CC(C)(S)C[P@](=O)(O)CN"
C -1.687 1.028 1.436 -0.630
C -1.847 0.982 -1.055 -0.650
C -0.368 -0.918 0.105 -0.841
C 2.711 -1.339 0.005 -0.583
C -1.783 0.138 0.167 -0.069
N 3.880 -0.666 0.381 -0.812
O 1.542 0.997 0.789 -1.112
O 1.201 0.215 -1.603 -0.985
P 1.283 -0.163 -0.048 2.106
S -3.097 -1.074 0.136 0.018
H -0.805 1.575 1.563 0.241
H -2.511 1.751 1.288 0.199
H -1.834 0.533 2.289 0.211
H -1.421 0.486 -1.972 0.220
H -1.205 1.745 -0.899 0.203
H -2.902 1.322 -1.163 0.215
H -0.547 -1.495 -0.773 0.240
H -0.722 -1.535 0.935 0.245
H 2.549 -2.263 0.753 0.222
H 2.894 -1.846 -1.055 0.236
H 3.727 -0.099 1.178 0.375
H 4.151 -0.093 -0.361 0.357
H 0.644 1.012 -1.605 0.497
H -3.854 -0.294 -0.493 0.098

Record 9
24
Properties=species:S:1:pos:R:3:nbo_charge:R:1 method="wB97M-V/def2-TZVPD" homo_energy_ev=-13.781 orbital_gap_ev=10.99 e_above_lowest_kcal_mol=31.4 total_charge=+1
O -0.724 1.412 -1.354 -0.641
C -1.643 0.630 -1.307 0.827
O -2.110 0.061 -2.444 -0.695
C -2.382 0.091 -0.155 -0.521
C -1.723 -1.231 0.303 -0.405
C -0.240 -1.416 -0.050 -0.155
C 0.573 -1.686 0.957 -0.054
N 2.034 -1.609 0.872 -0.759
H -1.843 0.450 -3.286 0.514
H -2.396 0.823 0.658 0.246
H -3.420 -0.134 -0.390 0.263
H -1.827 -1.353 1.390 0.228
H -2.170 -2.083 -0.210 0.237
H 0.011 -1.312 -1.078 0.223
H 0.250 -1.630 1.973 0.214
H 2.324 -1.886 -0.050 0.428
H 2.610 -1.983 1.624 0.434
H 2.401 -0.439 0.945 0.492
H 1.905 1.862 0.503 0.532
H 2.744 1.313 1.793 0.493
O 2.234 1.006 1.034 -0.995
H 0.563 2.619 -0.835 0.523
H 1.354 3.722 -0.364 0.496
O 1.476 2.774 -0.529 -0.923

Record 10
22
Properties=species:S:1:pos:R:3:nbo_charge:R:1 method="wB97M-V/def2-TZVPD" homo_energy_ev="-6.940 / -8.011" orbital_gap_ev="5.84 / 7.55" e_above_lowest_kcal_mol=131.7
C 2.007 -0.626 -1.331 -0.890
C -2.381 -1.217 -0.268 -0.595
C 1.746 2.394 0.079 -0.409
C 0.954 -1.639 1.202 -0.916
C -2.860 0.183 -0.422 -0.115
N 1.459 1.080 0.648 -0.964
O -1.880 1.035 -0.013 -0.459
P 0.890 -0.258 -0.069 1.259
H 1.569 -1.149 -2.138 0.209
H 2.746 0.091 -1.499 0.205
H -2.055 -1.366 0.933 0.168
H -3.144 -1.952 -0.503 0.217
H -1.407 -1.250 -0.706 0.211
H 0.985 3.087 0.477 0.210
H 2.767 2.770 0.374 0.200
H 1.667 2.352 -1.042 0.210
H 1.604 -1.218 1.978 0.241
H -0.075 -1.578 1.588 0.239
H 1.323 -2.431 0.588 0.259
H -3.754 0.344 0.243 0.195
H -3.005 0.293 -1.557 0.143
H 0.846 1.055 1.439 0.386